{
  "formula": "C27H32CsF3N3O2S",
  "method": "wB97M-V/def2-TZVPD",
  "relative_energy_kcal_mol": 21.4,
  "charge": -1,
  "homo_energy_ev": [-3.8, -4.2],
  "total_energy_ev": -56617.7344,
  "species": ["Cs", "C", "C", "C", "C", "C", "C", "C", "C", "C", "C", "C", "C", "N", "C", "C", "C", "C", "C", "N", "C", "C", "C", "C", "H", "H", "H", "H", "H", "H", "H", "H", "H", "H", "H", "H", "H", "H", "H", "H", "H", "H", "H", "H", "H", "H", "H", "H", "H", "H", "H", "H", "H", "F", "C", "F", "F", "C", "C", "C", "C", "N", "C", "S", "H", "H", "H", "O", "O"],
  "xyz": [[0.726, 1.666, -0.905], [-4.311, 1.174, 2.891], [-4.334, -0.348, 3.030], [-3.278, -0.840, 4.020], [-4.289, -1.066, 1.694], [-5.385, -1.829, 1.318], [-5.418, -2.490, 0.099], [-4.341, -2.385, -0.757], [-3.198, -1.660, -0.416], [-2.089, -1.597, -1.457], [-2.594, -1.018, -2.781], [-1.470, -2.978, -1.689], [-3.176, -1.023, 0.836], [-2.065, -0.293, 1.332], [-0.910, -0.832, 1.293], [0.214, -0.150, 1.894], [0.167, 1.028, 2.752], [1.437, 1.236, 3.133], [2.240, 0.182, 2.466], [1.480, -0.636, 1.759], [3.734, 0.079, 2.528], [4.242, -1.033, 1.618], [4.133, -0.198, 3.986], [4.321, 1.430, 2.085], [-4.469, 1.634, 3.870], [-5.105, 1.518, 2.226], [-3.362, 1.530, 2.490], [-5.309, -0.610, 3.451], [-2.270, -0.577, 3.693], [-3.322, -1.925, 4.140], [-3.443, -0.384, 4.999], [-6.234, -1.891, 1.990], [-6.287, -3.071, -0.187], [-4.375, -2.872, -1.724], [-1.281, -0.948, -1.123], [-3.335, -1.677, -3.243], [-1.760, -0.890, -3.470], [-3.055, -0.039, -2.638], [-2.221, -3.682, -2.060], [-1.046, -3.405, -0.777], [-0.678, -2.907, -2.436], [-0.721, -1.827, 0.888], [-0.713, 1.597, 3.000], [1.815, 2.033, 3.754], [3.824, -2.001, 1.894], [5.331, -1.084, 1.687], [3.969, -0.849, 0.578], [3.728, -1.152, 4.328], [3.772, 0.585, 4.657], [5.222, -0.236, 4.065], [4.011, 1.683, 1.069], [5.412, 1.378, 2.108], [4.006, 2.246, 2.737], [2.476, 3.417, -7.114], [1.848, 2.298, -6.653], [1.993, 1.381, -7.650], [0.563, 2.599, -6.590], [2.494, 1.817, -5.378], [3.875, 1.888, -5.384], [4.614, 1.483, -4.286], [3.885, 1.045, -3.195], [2.564, 0.941, -3.164], [1.805, 1.270, -4.258], [0.108, 0.979, -4.171], [4.380, 2.276, -6.259], [5.694, 1.534, -4.266], [4.400, 0.760, -2.279], [1.207, 3.725, 0.350], [0.149, 3.991, -0.399]],
  "forces_ev_per_a": [[-0.14, -2.99, -0.95], [0.04, 0.13, -0.03], [-0.03, -0.07, -0.01], [0.13, 0.03, 0.07], [-0.18, -0.13, 0.01], [-0.01, 0.09, 0.00], [0.00, 0.00, 0.01], [0.03, 0.06, 0.04], [0.00, -0.08, -0.09], [0.09, 0.02, 0.00], [-0.06, -0.01, 0.00], [-0.01, -0.07, -0.06], [0.29, 0.11, 0.05], [-0.37, -0.10, -0.30], [0.46, 0.14, 0.29], [-0.34, -0.21, 0.13], [-0.20, -0.25, -0.28], [0.44, -0.24, -0.20], [-0.10, 0.35, 0.11], [-0.09, 0.17, 0.09], [-0.14, 0.07, 0.07], [0.07, -0.04, -0.02], [0.09, -0.02, 0.01], [0.07, 0.00, -0.01], [0.02, 0.01, -0.02], [-0.01, -0.02, 0.00], [-0.04, -0.07, 0.03], [-0.02, 0.01, 0.05], [-0.13, 0.00, 0.08], [-0.02, 0.00, -0.02], [-0.01, -0.01, 0.00], [0.00, 0.00, -0.01], [0.01, 0.01, 0.01], [-0.02, -0.01, 0.02], [-0.10, 0.12, 0.08], [0.01, 0.02, 0.00], [0.00, -0.02, 0.00], [0.00, -0.01, 0.03], [0.02, 0.02, 0.00], [-0.01, 0.05, 0.01], [0.00, 0.01, 0.02], [0.04, -0.02, -0.07], [-0.03, -0.02, -0.05], [0.03, -0.02, -0.01], [0.00, 0.02, 0.04], [-0.01, -0.03, -0.01], [-0.01, 0.03, 0.02], [0.01, 0.01, -0.02], [0.00, 0.00, -0.04], [-0.02, -0.01, 0.01], [-0.01, -0.02, 0.00], [-0.01, 0.00, 0.00], [-0.01, -0.03, 0.00], [0.06, 0.05, -0.05], [0.09, -0.18, 0.16], [-0.03, -0.05, -0.05], [-0.16, 0.11, -0.01], [0.03, 0.09, -0.15], [0.06, 0.04, -0.03], [-0.04, 0.02, -0.02], [-0.19, -0.03, 0.07], [0.14, -0.02, -0.36], [0.00, -0.13, 0.24], [0.32, -0.04, -0.19], [-0.02, 0.01, -0.02], [-0.02, -0.01, 0.00], [-0.03, -0.01, 0.00], [0.17, 1.54, 0.77], [-0.15, 1.62, 0.60]],
  "mulliken_charge": [1.21, -1.45, 0.47, -1.33, 1.05, -0.94, -1.34, -0.62, 0.73, 0.98, -1.49, -1.61, 0.36, -0.08, -0.30, 0.11, -1.09, -0.73, 0.12, -0.40, 2.47, -1.79, -1.76, -1.55, 0.42, 0.36, 0.22, 0.43, 0.13, 0.30, 0.47, 0.33, 0.37, 0.32, -0.11, 0.27, 0.29, 0.38, 0.33, 0.38, 0.43, 0.33, 0.48, 0.50, 0.36, 0.44, 0.27, 0.39, 0.33, 0.44, 0.32, 0.44, 0.36, -0.29, 0.76, -0.28, -0.22, -0.03, -0.40, -0.81, -0.11, -0.33, 0.02, -0.39, 0.39, 0.38, 0.30, -0.42, -0.56]
}